# 1
{"formula": "C23H42Cl3N2O4SiZn", "method": "ωB97M-V/def2-TZVPD", "species": ["C", "C", "H", "H", "H", "C", "C", "H", "H", "H", "H", "Zn", "Cl", "Cl", "C", "O", "N", "C", "C", "H", "H", "H", "H", "H", "H", "H", "H", "H", "C", "C", "N", "H", "C", "O", "H", "H", "H", "H", "O", "C", "C", "C", "H", "C", "H", "C", "H", "C", "C", "H", "H", "H", "Si", "Cl", "C", "C", "C", "H", "H", "H", "H", "H", "H", "H", "H", "H", "C", "C", "C", "O", "H", "H", "H", "H", "H", "H"], "positions_angstrom": [[2.4029, -2.3512, -7.0917], [1.8912, -1.4890, -8.2079], [2.2065, -3.4147, -7.2823], [1.9237, -2.0785, -6.1375], [3.4973, -2.2281, -6.9699], [1.7285, -1.9174, -9.4728], [2.0170, -3.3048, -9.9225], [1.4026, -1.2269, -10.2510], [1.6302, -4.0585, -9.2270], [3.0916, -3.4781, -10.0612], [1.5266, -3.4532, -10.8878], [1.8141, -0.3126, -1.8611], [3.3908, 1.0096, -0.9431], [2.2325, -1.7702, -3.4817], [0.4307, 2.4079, -1.8991], [0.2527, 1.1867, -1.6907], [-0.4756, 3.2403, -2.4453], [-1.9061, 2.9655, -2.5712], [-0.0096, 4.4302, -3.1602], [1.4012, 2.8874, -1.6550], [-2.2765, 2.3074, -1.7851], [-2.1528, 2.5430, -3.5561], [-2.3979, 3.9398, -2.4855], [0.9697, 4.7321, -2.7676], [-0.7455, 5.2331, -2.9897], [0.0768, 4.2278, -4.2425], [0.2505, -4.1582, -1.1213], [-0.5554, -2.7161, -3.1677], [-0.8163, -4.3306, -0.9236], [-1.5747, -3.0175, -2.8749], [-1.6393, -3.2461, -1.4510], [-0.9891, -4.3823, 0.1544], [-2.2906, -2.3657, -0.6371], [-3.0356, -1.4538, -0.9942], [-2.3060, -2.2506, -3.1562], [-2.1220, -2.5702, 0.4435], [-1.1129, -5.2733, -1.4021], [-1.7949, -3.9624, -3.3888], [0.6132, -0.1615, -6.7070], [1.5489, -0.0605, -7.7811], [-0.1668, 0.5332, -9.5610], [1.0579, 0.7956, -8.9354], [-0.8206, -0.2476, -9.1620], [-0.5238, 1.2361, -10.7233], [2.4679, 0.3872, -7.3599], [1.8943, 1.7994, -9.4358], [-1.4965, 1.0648, -11.1919], [0.3541, 2.1759, -11.2746], [1.5614, 2.4556, -10.6219], [2.8209, 2.0190, -8.8968], [0.0957, 2.7135, -12.1951], [2.2356, 3.2110, -11.0359], [-0.6773, 0.6493, -6.0056], [0.6541, -1.6430, -0.3355], [-2.2775, 0.1196, -6.8321], [-0.4028, 2.4926, -6.1894], [-0.6701, 0.0821, -4.2447], [-2.3170, 0.4470, -7.8821], [-3.1222, 0.5914, -6.3102], [-2.4241, -0.9716, -6.7965], [-0.3904, -0.9760, -4.1427], [-1.6242, 0.2302, -3.7159], [0.0850, 0.6419, -3.6822], [-0.3574, 2.7525, -7.2577], [0.5626, 2.7575, -5.7328], [-1.2002, 3.0959, -5.7266], [-1.4631, 0.1669, 3.1540], [-0.5664, 0.4303, 1.9491], [0.8928, 0.0389, 2.1694], [-1.0281, 0.9036, 0.9219], [-0.9111, 0.2434, 4.1001], [-1.9179, -0.8287, 3.0636], [-2.2844, 0.8905, 3.1167], [1.0222, -1.0327, 1.9794], [1.5639, 0.5467, 1.4723], [1.2035, 0.2602, 3.1959]], "lowdin_charge": [-0.05, -0.22, 0.07, 0.01, 0.10, -0.11, -0.11, 0.10, 0.07, 0.08, 0.06, -0.10, -0.14, -0.05, -0.29, -0.15, -0.17, -0.03, -0.05, 0.11, 0.10, 0.07, 0.08, 0.09, 0.09, 0.06, 0.05, 0.04, -0.12, -0.07, -0.24, 0.08, -0.40, -0.03, 0.08, 0.12, 0.08, 0.08, -0.18, -0.27, -0.06, -0.20, 0.11, -0.08, 0.16, -0.03, 0.10, -0.10, -0.09, 0.12, 0.10, 0.10, 0.42, 0.15, -0.16, -0.15, -0.16, 0.01, 0.03, 0.04, -0.01, 0.05, 0.00, 0.03, 0.04, 0.02, -0.04, -0.50, -0.10, 0.03, 0.07, 0.08, 0.07, 0.01, 0.04, 0.07], "charge": -1, "e_above_lowest_kcal_mol": 0.0, "gap_ha": 0.2926, "max_force_ev_per_a": 2.2, "e_tot_ev": -129573.4764, "e_lumo_ev": 2.36}

=====

# 2
{"formula": "C23H42I2InN2O29S9", "method": "ωB97M-V/def2-TZVPD", "species": ["C", "C", "I", "C", "I", "In", "S", "C", "C", "C", "C", "S", "C", "N", "N", "C", "O", "H", "H", "H", "H", "H", "H", "H", "H", "H", "H", "H", "H", "H", "H", "C", "C", "O", "S", "O", "O", "O", "H", "H", "H", "H", "C", "C", "O", "S", "O", "O", "O", "H", "H", "H", "H", "C", "C", "O", "S", "O", "O", "O", "H", "H", "H", "H", "C", "C", "O", "S", "O", "O", "O", "H", "H", "H", "H", "C", "C", "O", "S", "O", "O", "O", "H", "H", "H", "H", "C", "C", "O", "S", "O", "O", "O", "H", "H", "H", "H", "C", "C", "O", "S", "O", "O", "O", "H", "H", "H", "H"], "positions_angstrom": [[-1.9944, -0.2381, 1.2846], [-0.9288, 0.9307, 1.0254], [-0.2717, 2.3269, 2.5921], [-0.3600, 1.0744, -0.2844], [1.1306, 2.6290, -0.7654], [-0.9591, -0.3012, -2.0047], [-1.7333, 0.9134, -4.0501], [0.9662, -1.3895, -2.6115], [1.8143, -1.8424, -1.3263], [1.5953, -3.4538, -1.1762], [0.1803, -3.6355, -0.4538], [-0.3605, -5.4259, -0.3021], [-1.9604, -5.2967, 0.5815], [-2.9177, -6.2789, 0.9775], [-3.8921, -5.5863, 1.6406], [-3.5389, -4.2127, 1.6418], [-2.3091, -3.9646, 0.9529], [-2.7182, -0.2841, 0.3920], [-2.6409, 0.0178, 2.1961], [-1.4351, -1.2235, 1.4367], [-2.2546, -1.4284, -1.4744], [-2.9000, 0.2759, -4.4527], [0.6054, -2.2661, -3.2690], [1.5697, -0.7043, -3.3197], [2.9109, -1.5509, -1.3573], [1.3381, -1.4028, -0.3785], [2.3982, -3.9406, -0.5197], [1.5935, -3.9378, -2.2204], [-0.6445, -3.1179, -1.0620], [0.1666, -3.1610, 0.5922], [-4.1396, -3.3891, 2.1338], [3.5441, -0.8270, 4.0904], [4.5217, -1.7623, 3.3990], [3.7931, -2.3037, 2.2918], [2.7412, -1.1908, 1.7597], [3.3305, -0.5155, 0.6437], [1.4387, -1.7851, 1.7160], [2.8108, -0.1999, 3.0376], [2.8378, -1.3818, 4.7116], [4.0507, -0.0782, 4.6997], [4.8719, -2.5569, 4.0544], [5.3729, -1.2161, 3.0058], [9.6537, 0.4669, 3.6270], [9.9496, -0.8738, 2.9731], [9.4179, -1.8483, 3.8709], [8.1128, -1.2297, 4.6112], [6.9421, -1.6861, 3.9169], [8.2823, -1.3747, 6.0238], [8.3606, 0.3227, 4.2147], [10.3688, 0.6834, 4.4256], [9.6556, 1.2861, 2.9074], [11.0162, -1.0349, 2.8180], [9.4247, -0.9717, 2.0183], [-8.2216, -2.2803, 3.7960], [-7.9888, -1.1552, 2.7998], [-6.9061, -0.3990, 3.3425], [-5.9158, -1.3973, 4.1506], [-4.8280, -1.7478, 3.2865], [-5.7220, -0.8743, 5.4681], [-6.9202, -2.6674, 4.2382], [-8.7860, -1.9287, 4.6643], [-8.7390, -3.1284, 3.3469], [-8.8694, -0.5267, 2.6685], [-7.6739, -1.5470, 1.8282], [3.6940, 4.4712, 2.2333], [2.7552, 5.1354, 3.2277], [2.9364, 4.4143, 4.4476], [4.4725, 3.9004, 4.5349], [5.2126, 4.8281, 5.3386], [4.4653, 2.4914, 4.7862], [4.8691, 4.1489, 2.9825], [3.2678, 3.5400, 1.8490], [3.9420, 5.1273, 1.3984], [1.7134, 5.0945, 2.9060], [3.0400, 6.1769, 3.4057], [-2.5615, 0.6609, -7.6262], [-2.0283, -0.7270, -7.9367], [-2.0309, -0.8127, -9.3651], [-1.7432, 0.6579, -9.9835], [-0.3505, 0.7473, -10.3062], [-2.7786, 0.9619, -10.9274], [-2.0065, 1.5136, -8.6327], [-3.6514, 0.6943, -7.7152], [-2.2684, 1.0021, -6.6321], [-2.6424, -1.5152, -7.5021], [-0.9964, -0.8394, -7.5926], [-0.9300, -1.2211, 7.3444], [-0.6998, -0.0908, 6.3531], [0.3648, 0.6800, 6.9150], [1.3575, -0.3043, 7.7372], [2.4640, -0.6340, 6.8911], [1.5219, 0.2188, 9.0593], [0.3711, -1.5908, 7.8064], [-1.5117, -0.8796, 8.2053], [-1.4291, -2.0752, 6.8859], [-1.5871, 0.5254, 6.2103], [-0.3663, -0.4764, 5.3851], [-3.8902, 4.8579, -10.9804], [-4.7551, 3.6086, -11.0224], [-6.0840, 4.0697, -10.7677], [-6.2509, 5.5642, -11.3752], [-6.8696, 5.4602, -12.6634], [-6.7506, 6.4194, -10.3420], [-4.6756, 5.8816, -11.5953], [-3.6826, 5.1601, -9.9502], [-2.9494, 4.7260, -11.5154], [-4.4547, 2.8701, -10.2802], [-4.7404, 3.1516, -12.0158]], "lowdin_charge": [-0.18, -0.82, 0.66, -0.78, 0.61, 0.31, 0.14, -0.30, -0.29, -0.23, -0.48, 0.89, -0.53, -0.03, -0.03, -0.09, -0.07, 0.04, 0.06, 0.07, -0.06, -0.25, 0.03, 0.04, 0.10, 0.04, 0.11, 0.11, 0.04, 0.07, 0.10, -0.17, -0.19, -0.18, 0.64, -0.24, -0.25, -0.20, 0.11, 0.12, 0.13, 0.10, -0.17, -0.17, -0.19, 0.68, -0.25, -0.21, -0.18, 0.13, 0.14, 0.14, 0.13, -0.17, -0.17, -0.19, 0.65, -0.24, -0.22, -0.19, 0.13, 0.14, 0.14, 0.14, -0.17, -0.18, -0.20, 0.64, -0.23, -0.22, -0.19, 0.10, 0.14, 0.11, 0.13, -0.18, -0.16, -0.19, 0.64, -0.23, -0.25, -0.20, 0.13, 0.04, 0.14, 0.14, -0.17, -0.17, -0.19, 0.65, -0.23, -0.23, -0.19, 0.13, 0.14, 0.14, 0.13, -0.17, -0.18, -0.19, 0.65, -0.23, -0.23, -0.19, 0.14, 0.14, 0.12, 0.14], "charge": -1, "gap_ha": 0.2560, "max_force_ev_per_a": 5.7, "e_tot_ev": -205772.3798, "e_lumo_ev": 1.53}

=====

# 3
{"formula": "C23H43BF5O7S3Si", "method": "ωB97M-V/def2-TZVPD", "species": ["C", "Si", "C", "C", "C", "C", "F", "F", "C", "O", "B", "C", "O", "C", "F", "F", "F", "O", "C", "C", "C", "O", "C", "C", "C", "C", "C", "C", "H", "H", "H", "H", "H", "H", "H", "H", "H", "H", "H", "H", "H", "H", "H", "H", "H", "H", "H", "H", "H", "H", "H", "H", "H", "C", "S", "O", "C", "H", "H", "H", "H", "H", "H", "C", "S", "O", "C", "H", "H", "H", "H", "H", "H", "C", "S", "O", "C", "H", "H", "H", "H", "H", "H"], "positions_angstrom": [[-2.5466, -3.3809, 0.6878], [-0.7737, -3.2420, 0.0960], [-0.1807, -4.9201, -0.5180], [-0.5959, -2.0586, -1.3592], [-1.4869, -0.8054, -1.3233], [-0.9430, 0.3417, -2.1593], [-1.9658, 1.1941, -2.5070], [-0.5150, -0.1806, -3.3566], [0.2033, 1.0691, -1.4644], [0.9959, 1.6983, -2.4239], [1.6264, 2.8846, -1.7592], [2.9997, 2.3473, -1.0107], [3.9351, 3.4538, -0.7003], [5.2044, 3.2155, -0.8810], [5.6809, 2.1179, -0.2290], [5.5682, 3.0336, -2.1763], [5.9253, 4.2670, -0.4239], [0.5750, 3.3320, -0.8272], [-0.1413, 2.2046, -0.4195], [-1.5803, 2.6319, -0.0759], [-1.8164, 2.6779, 1.4236], [-1.8035, 1.3694, 2.0143], [0.3883, -2.6485, 1.4578], [1.3605, -3.4816, 2.0498], [2.2399, -2.9969, 3.0282], [2.1611, -1.6610, 3.4377], [1.1908, -0.8201, 2.8762], [0.3178, -1.3133, 1.9017], [-3.0148, -2.3999, 0.7639], [-3.1032, -3.9946, -0.0221], [-2.5849, -3.8578, 1.6652], [-0.9909, -5.3976, -1.0710], [0.6405, -4.7677, -1.2196], [0.1475, -5.5791, 0.2819], [0.4541, -1.7746, -1.4318], [-0.8366, -2.6033, -2.2741], [-1.6179, -0.4247, -0.3070], [-2.4679, -1.0587, -1.7237], [0.7768, 0.3088, -0.9186], [1.9676, 3.7070, -2.6016], [2.8380, 1.8269, -0.0623], [3.4974, 1.6571, -1.6930], [0.3001, 1.8515, 0.5276], [-1.6701, 3.6534, -0.4497], [-2.3624, 2.0223, -0.5175], [-2.7989, 3.1188, 1.6211], [-1.0686, 3.3060, 1.9058], [-2.7331, 1.1535, 2.1388], [1.4489, -4.5180, 1.7486], [2.9862, -3.6564, 3.4507], [2.8420, -1.2721, 4.1827], [1.1124, 0.2120, 3.1875], [-0.4126, -0.6270, 1.5000], [-5.6972, -0.0050, -0.1683], [-5.3202, 0.9698, 1.2865], [-5.0920, 0.0211, 2.4082], [-6.9737, 1.6440, 1.4859], [-4.7977, -0.5490, -0.4388], [-6.5014, -0.7031, 0.0677], [-5.9798, 0.6601, -0.9846], [-7.6851, 0.8251, 1.5937], [-7.2176, 2.2589, 0.6198], [-6.9737, 2.2572, 2.3843], [9.6474, 6.8595, 2.5278], [9.2648, 5.2090, 3.1304], [10.4999, 4.3988, 2.9553], [8.1471, 4.7832, 1.7962], [10.3765, 7.2973, 3.2065], [10.0683, 6.7875, 1.5252], [8.7393, 7.4623, 2.5223], [8.6673, 4.8612, 0.8422], [7.2865, 5.4510, 1.8182], [7.8110, 3.7600, 1.9464], [-4.0849, -6.4288, -4.2251], [-3.9326, -5.1538, -2.9688], [-3.7912, -5.8543, -1.6668], [-5.6346, -4.5863, -3.0669], [-3.1271, -6.9405, -4.2862], [-4.8651, -7.1320, -3.9340], [-4.3168, -5.9663, -5.1844], [-6.3066, -5.4184, -2.8569], [-5.8230, -4.1755, -4.0589], [-5.7610, -3.8084, -2.3169]], "lowdin_charge": [-0.15, 0.59, -0.17, -0.22, -0.15, -0.47, 0.06, 0.08, -0.20, 0.00, -0.64, -0.04, 0.03, -0.74, 0.12, 0.13, 0.12, -0.01, -0.27, -0.11, -0.25, -0.09, -0.23, -0.10, -0.10, -0.09, -0.07, -0.08, 0.02, 0.00, 0.04, 0.01, 0.03, 0.02, 0.09, 0.08, 0.10, 0.11, 0.14, 0.11, 0.11, 0.11, 0.13, 0.13, 0.09, 0.10, 0.12, 0.03, 0.08, 0.09, 0.09, 0.10, 0.07, -0.25, 0.80, -0.53, -0.27, 0.03, 0.06, 0.06, 0.06, 0.05, 0.05, -0.28, 0.79, -0.56, -0.28, 0.04, 0.06, 0.05, 0.06, 0.06, 0.05, -0.27, 0.80, -0.55, -0.27, 0.05, 0.06, 0.05, 0.06, 0.05, 0.05], "charge": -1, "e_above_lowest_kcal_mol": 0.0, "gap_ha": 0.2411, "max_force_ev_per_a": 1.1, "e_tot_ev": -93530.6523, "e_lumo_ev": 1.67}

=====

# 4
{"formula": "C23H43Cl2N4O6ScSi", "method": "ωB97M-V/def2-TZVPD", "species": ["C", "C", "H", "H", "H", "C", "C", "H", "H", "H", "H", "Sc", "Cl", "C", "O", "N", "C", "C", "H", "H", "H", "H", "H", "H", "H", "H", "H", "C", "C", "N", "H", "C", "O", "H", "H", "H", "H", "H", "H", "C", "C", "N", "H", "C", "O", "H", "H", "H", "H", "O", "C", "C", "C", "H", "C", "H", "C", "H", "C", "C", "H", "H", "H", "Si", "Cl", "C", "C", "C", "H", "H", "H", "H", "H", "H", "H", "H", "H", "O", "N", "O"], "positions_angstrom": [[-1.7984, -0.9886, -2.9187], [-1.7100, 0.5139, -2.9573], [-2.8095, -1.3316, -3.1502], [-1.5138, -1.3626, -1.9237], [-1.1007, -1.4305, -3.6484], [-2.6742, 1.3349, -3.3764], [-3.9696, 0.8944, -3.9646], [-2.5366, 2.4220, -3.2940], [-4.1097, -0.1933, -3.9257], [-4.0333, 1.2011, -5.0154], [-4.8137, 1.3650, -3.4471], [0.5598, 0.0778, 0.5937], [-0.2711, -2.2232, 0.5230], [2.0417, 2.8366, -0.0207], [1.3398, 2.2417, 0.8252], [2.4035, 4.1215, 0.0747], [2.0475, 4.9180, 1.2427], [3.1570, 4.8063, -0.9631], [2.4121, 2.3122, -0.9178], [1.5734, 4.2850, 1.9915], [1.3734, 5.7362, 0.9422], [2.9678, 5.3756, 1.6360], [3.3523, 4.1208, -1.7927], [4.1061, 5.1679, -0.5458], [2.5913, 5.6694, -1.3382], [4.3814, -0.5586, 4.7239], [5.1604, -2.7250, 3.3988], [3.3530, -0.8664, 4.4947], [4.0921, -2.8952, 3.2388], [3.3457, -1.6440, 3.2563], [2.7131, -0.0014, 4.3440], [2.5196, -1.3247, 2.2697], [1.7020, -0.3687, 2.3221], [3.9478, -3.3614, 2.2631], [2.5702, -1.9535, 1.3623], [2.9813, -1.4846, 5.3243], [3.7351, -3.5846, 4.0126], [-3.2756, -0.2460, -0.4035], [-3.7881, 2.3479, -0.6580], [-3.2383, -0.0793, 0.6816], [-3.8018, 2.3266, 0.4415], [-2.8824, 1.3176, 0.9482], [-2.4989, -0.7566, 1.1239], [-1.7766, 1.6595, 1.6001], [-0.8887, 0.8268, 1.9353], [-3.4829, 3.3032, 0.8260], [-1.6679, 2.7328, 1.8502], [-4.2382, -0.2723, 1.0901], [-4.8191, 2.0999, 0.7778], [-0.4915, 0.7470, -0.9906], [-0.4291, 1.0695, -2.3335], [-0.6263, 3.5885, -1.7744], [-0.1306, 2.5590, -2.5794], [-1.2408, 3.3467, -0.8975], [-0.3581, 4.9216, -2.1134], [0.3899, 0.4920, -2.7872], [0.6487, 2.8639, -3.6951], [-0.7393, 5.7274, -1.4809], [0.3765, 5.2240, -3.2653], [0.8810, 4.1893, -4.0594], [1.0291, 2.0323, -4.2955], [0.5580, 6.2646, -3.5472], [1.4557, 4.4023, -4.9608], [-1.1955, -6.6707, 1.4826], [-2.5614, -6.3022, -0.0522], [-2.0198, -5.9426, 2.9998], [0.2830, -5.7828, 0.7692], [-0.8170, -8.5006, 1.8139], [-2.3812, -4.9284, 2.7703], [-1.3288, -5.8859, 3.8533], [-2.8830, -6.5626, 3.2927], [-1.7138, -9.0322, 2.1680], [-0.0419, -8.5932, 2.5935], [-0.4442, -8.9996, 0.9068], [0.0125, -4.7460, 0.4982], [0.6102, -6.3069, -0.1454], [1.1253, -5.7379, 1.4731], [3.7357, 0.6818, 0.1468], [3.4094, -0.0731, -0.7793], [2.1586, -0.4084, -0.8638]], "lowdin_charge": [-0.04, -0.23, 0.06, 0.04, 0.10, -0.13, -0.10, 0.11, 0.06, 0.08, 0.07, 0.78, 0.09, -0.28, -0.08, -0.16, -0.02, -0.04, 0.13, 0.09, 0.09, 0.09, 0.10, 0.09, 0.08, 0.10, 0.09, -0.01, -0.03, -0.16, 0.09, -0.28, -0.12, 0.09, 0.13, 0.10, 0.10, 0.10, 0.09, -0.01, -0.03, -0.15, 0.04, -0.25, -0.12, 0.09, 0.16, 0.10, 0.09, -0.29, -0.37, -0.04, -0.18, 0.11, -0.09, 0.14, -0.03, 0.10, -0.11, -0.08, 0.12, 0.10, 0.10, 0.12, 0.28, -0.23, -0.25, -0.21, 0.03, 0.03, 0.03, 0.03, 0.03, 0.03, -0.06, 0.04, 0.03, -0.12, -0.19, -0.25], "charge": 0, "e_above_lowest_kcal_mol": 0.0, "gap_ha": 0.3187, "max_force_ev_per_a": 2.2, "e_tot_ev": -96423.6024, "e_lumo_ev": 0.41}